Entry 1:
This record from OMol25 describes a molecular structure, C24H51F9N3O9SrZn in a non-equilibrium geometry. The level of theory is wB97M-V/def2-TZVPD.

Summary:
Net charge: +1
Frontier orbital gap: 7.592 eV
LUMO energy: -2.9 eV
HOMO: -10.4842 eV

CARTESIAN COORDINATES (ANGSTROEM)
1 Sr -14.13857 -19.13141 0.92509
2 Zn -13.93981 -17.48388 -2.51702
3 C -16.04398 -19.02223 -4.46671
4 O -15.71155 -17.85896 -5.21387
5 O -15.27332 -18.93465 -3.32005
6 C -17.56191 -19.31664 -4.25303
7 F -17.78166 -19.87998 -3.06313
8 F -18.42500 -18.28663 -4.36630
9 F -17.95079 -20.16565 -5.19024
10 C -16.17483 -17.77865 -6.57825
11 C -15.54368 -16.43419 -7.03169
12 H -16.10024 -15.69025 -6.46169
13 H -14.47107 -16.37359 -6.84748
14 H -15.55682 -16.33905 -8.11745
15 H -17.24633 -17.82667 -6.77233
16 H -15.84489 -18.66359 -7.12242
17 H -15.67285 -19.85618 -5.06243
18 C -15.64105 -15.97173 -0.20570
19 O -16.36473 -15.74138 -1.42115
20 O -14.64515 -16.86410 -0.64848
21 C -15.20470 -14.62608 0.60039
22 F -16.15840 -14.54505 1.59170
23 F -13.94959 -14.82960 1.19938
24 F -15.12455 -13.54852 -0.20742
25 C -17.73136 -15.13471 -1.22848
26 C -18.10774 -14.68379 -2.62589
27 H -18.95310 -14.00350 -2.52260
28 H -17.30630 -14.12407 -3.10811
29 H -18.38403 -15.43617 -3.36459
30 H -17.85116 -14.24602 -0.60881
31 H -18.42074 -15.89540 -0.86215
32 H -16.19928 -16.68295 0.40310
33 C -11.70361 -19.26426 -2.31215
34 O -11.97865 -18.19477 -3.23941
35 O -12.68509 -18.98301 -1.35839
36 C -11.59263 -20.70255 -3.02684
37 F -11.57559 -21.74718 -2.17150
38 F -12.48640 -20.95222 -4.04657
39 F -10.34126 -20.83528 -3.60464
40 C -11.30468 -18.03203 -4.48753
41 C -12.41419 -18.11305 -5.54325
42 H -12.17475 -17.52133 -6.42679
43 H -12.59818 -19.14508 -5.84187
44 H -13.28485 -17.61370 -5.11817
45 H -10.42007 -18.60834 -4.75850
46 H -10.90430 -17.01853 -4.46256
47 H -10.77428 -18.90557 -1.86968
48 C -14.89317 -21.69869 -1.42037
49 C -15.96100 -21.26656 -0.38150
50 C -16.01002 -21.89247 1.00729
51 O -14.83393 -21.52786 1.69073
52 C -14.63117 -22.08444 2.99647
53 N -16.14858 -19.85927 -0.39551
54 H -14.76391 -22.78001 -1.37416
55 H -13.92525 -21.29637 -1.12143
56 H -15.09362 -21.37220 -2.44083
57 H -16.82974 -21.57343 -0.96393
58 H -16.09139 -22.97917 1.03126
59 H -16.88891 -21.54961 1.55329
60 H -14.23344 -21.32555 3.67026
61 H -13.99324 -22.96409 3.08236
62 H -15.53348 -22.52629 3.41920
63 H -17.04841 -19.74918 0.04978
64 H -16.41308 -19.69900 -1.35699
65 C -10.79314 -16.74349 3.12489
66 C -11.35375 -17.73633 2.04158
67 C -11.50891 -19.16942 2.55193
68 O -11.88035 -20.11125 1.51488
69 C -10.87837 -21.03433 1.11139
70 N -12.70109 -17.25408 1.85493
71 H -10.01629 -17.28987 3.65974
72 H -11.57079 -16.56043 3.86641
73 H -10.44516 -15.81182 2.67879
74 H -10.69473 -17.62692 1.18029
75 H -12.37325 -19.20140 3.21524
76 H -10.65020 -19.59270 3.07304
77 H -11.36353 -21.63210 0.33978
78 H -10.45161 -21.57331 1.95726
79 H -10.07964 -20.43776 0.67068
80 H -12.73179 -16.29404 1.54271
81 H -13.09813 -17.31660 2.78151
82 C -14.00214 -13.83401 -4.93666
83 C -13.41513 -15.07123 -4.27187
84 C -12.54757 -14.56640 -3.02059
85 O -12.33168 -15.71606 -2.19643
86 C -11.38998 -15.48893 -1.12945
87 N -14.54986 -15.90772 -3.66180
88 H -13.26427 -13.04359 -5.07411
89 H -14.87310 -13.42899 -4.42141
90 H -14.39260 -14.24845 -5.86612
91 H -12.76928 -15.59882 -4.97373
92 H -13.14585 -13.94854 -2.35096
93 H -11.76712 -13.88005 -3.34909
94 H -11.72601 -16.00864 -0.23218
95 H -11.28446 -14.43361 -0.87794
96 H -10.40046 -15.87186 -1.37909
97 H -15.33833 -16.08773 -4.26679
98 H -15.04920 -15.35516 -2.97957

***

Entry 2:
This record from OMol25 describes a molecular structure, H39O19 in a non-equilibrium geometry. The level of theory is wB97M-V/def2-TZVPD.

Summary:
Net charge: +1
Frontier orbital gap: 10.649 eV
LUMO energy: -2.6 eV
HOMO: -13.2345 eV

CARTESIAN COORDINATES (ANGSTROEM)
1 O -0.22759 -0.47273 -4.47916
2 H -0.39558 -3.46933 -0.65417
3 H -0.00408 -1.37736 -4.60532
4 O 1.16335 -0.65494 3.15766
5 H 0.81650 -0.78140 4.04801
6 H -0.66312 4.17842 -1.32121
7 O -3.39658 -1.93650 -2.20775
8 H -4.69545 1.41350 1.12166
9 H -0.35995 -4.83760 -1.24013
10 O -0.78643 3.12676 0.20542
11 H 2.79277 -4.33455 0.94611
12 H -3.48927 -1.83009 -3.15745
13 O 1.88925 2.33187 3.56411
14 H 2.24345 3.18729 3.76703
15 H -3.17966 -2.63000 0.19465
16 O -2.32908 -2.30846 0.52567
17 H -1.91846 -0.71620 4.54351
18 H 1.71007 1.60893 -3.04901
19 O 2.52115 -3.58883 1.51049
20 H 0.44056 -2.31798 0.50345
21 H 2.10085 -0.49596 3.30587
22 O 0.19232 -4.05663 -1.14273
23 H 0.94755 2.54703 3.62431
24 O 2.02889 1.73230 -0.05849
25 H 1.69841 0.80925 -0.11518
26 H 1.16015 2.01319 0.30048
27 O -0.34889 3.76855 -2.14413
28 H -0.92557 2.39261 0.82769
29 H 2.82220 -0.28680 -4.47781
30 O 0.80717 -1.42969 0.57101
31 H -3.25282 -0.99959 -2.09972
32 H 1.16467 3.00266 -2.57133
33 O -3.81441 1.02360 1.18272
34 H -3.52373 1.12406 0.26758
35 H -0.67429 2.87032 -2.02592
36 O -1.09490 0.08737 1.02893
37 H -2.25222 -2.90224 1.27897
38 H -0.29086 0.17272 -0.49004
39 O -1.72715 0.21024 4.36287
40 H -2.54372 0.65224 4.60345
41 H 2.96808 0.07305 -2.97206
42 O -1.85925 2.86313 2.55463
43 H -2.51710 3.51833 2.34676
44 H 3.45242 -3.46249 1.76619
45 O 0.14355 0.60880 -1.27872
46 H -2.38710 2.05630 2.49323
47 H -0.41040 0.20972 -1.96741
48 O 1.84404 2.30994 -2.40599
49 H -0.14056 0.16976 -5.17948
50 H 1.92173 2.03849 -1.25882
51 O 2.99365 0.42300 -3.86384
52 H -0.40548 0.01239 1.71049
53 H -0.32379 3.62468 0.90194
54 O 3.78016 -3.27238 -1.57090
55 H 3.39894 -2.52858 -1.08331
56 H 3.14465 -3.23125 -2.29527
57 H -1.76788 -0.50735 1.39018
58 H 1.55886 -1.73157 1.11030

***

Entry 3:
This record from OMol25 describes a molecular structure, CH5P3 in a non-equilibrium geometry. The level of theory is wB97M-V/def2-TZVPD.

Summary:
Frontier orbital gap (spin up / spin down): 6.533 / 6.097 eV
LUMO energy (spin up / spin down): -1.1 / -1.3 eV
HOMO (spin up / spin down): -7.6201 / -7.3490 eV

CARTESIAN COORDINATES (ANGSTROEM)
1 C -0.33530 -1.02859 -1.36667
2 P 1.65409 -0.60216 2.58847
3 P 0.54766 -0.38804 0.82514
4 P 0.16161 1.62282 0.37997
5 H 0.37104 -0.56337 -2.05282
6 H -1.20478 -0.33887 -1.27855
7 H -0.25597 -2.13230 -1.07862
8 H -1.29150 1.33534 0.32200
9 H 0.35314 2.09516 1.66106

***

Entry 4:
This record from OMol25 describes a single C23H28N4O6S2 molecule in a non-equilibrium geometry. The level of theory is wB97M-V/def2-TZVPD.

Summary:
Frontier orbital gap: 8.502 eV
LUMO energy: 0.1 eV
HOMO: -8.4320 eV

CARTESIAN COORDINATES (ANGSTROEM)
1 C 4.30743 -2.12525 3.25683
2 C 3.88154 -0.66158 3.29235
3 O 2.51490 -0.47672 2.97038
4 C 2.08292 -0.68919 1.69148
5 C 2.93645 -0.78802 0.59747
6 C 2.43314 -0.91794 -0.68669
7 C 3.38417 -1.01579 -1.82090
8 O 4.40179 -1.67282 -1.79240
9 N 3.01814 -0.35459 -2.97360
10 C 2.06199 0.64455 -3.11514
11 C 1.30276 0.71402 -4.28637
12 C 0.30046 1.65722 -4.40623
13 C 0.07625 2.54317 -3.36957
14 S -1.30665 3.65394 -3.48053
15 O -1.49825 4.09168 -4.82607
16 O -1.26625 4.60936 -2.42055
17 N -2.58087 2.56415 -3.21329
18 C -2.95024 2.12739 -1.97978
19 N -4.05601 1.51573 -1.72261
20 N -4.16724 1.14901 -0.44708
21 C -3.17309 1.45454 0.29470
22 C -3.04434 1.14413 1.73622
23 C -4.31124 0.49976 2.28553
24 S -1.89256 2.30503 -0.59518
25 C 0.86402 2.53618 -2.23406
26 C 1.86052 1.59015 -2.10593
27 C 1.06090 -1.01350 -0.89887
28 C 0.19391 -0.94493 0.17679
29 O -1.16057 -1.01987 0.09852
30 C -1.77839 -1.34364 -1.13111
31 C -1.64518 -2.82110 -1.48710
32 C 0.69588 -0.76723 1.48531
33 O -0.26146 -0.65158 2.44394
34 C -0.01094 -1.08548 3.77320
35 C -1.36082 -1.23294 4.45892
36 H 5.34292 -2.21018 3.57384
37 H 3.68402 -2.70891 3.93001
38 H 4.21223 -2.53460 2.25418
39 H 3.96159 -0.27359 4.31157
40 H 4.52080 -0.05193 2.64305
41 H 4.00598 -0.73536 0.71538
42 H 3.53119 -0.62940 -3.80219
43 H 1.48812 0.01083 -5.08463
44 H -0.31356 1.71989 -5.29016
45 H -3.29366 2.51443 -3.92449
46 H -2.81973 2.06876 2.27484
47 H -2.19133 0.47153 1.86447
48 H -5.16539 1.15492 2.13946
49 H -4.50878 -0.43288 1.76648
50 H -4.19769 0.29653 3.34719
51 H 0.68808 3.27571 -1.47009
52 H 2.48222 1.57332 -1.22580
53 H 0.68835 -1.16598 -1.89769
54 H -1.39448 -0.70625 -1.93945
55 H -2.83223 -1.09845 -0.97484
56 H -2.06613 -3.42726 -0.68925
57 H -0.60328 -3.10282 -1.61874
58 H -2.18670 -3.02406 -2.40665
59 H 0.60819 -0.35359 4.30257
60 H 0.51676 -2.04624 3.75842
61 H -1.22141 -1.60858 5.46864
62 H -1.86112 -0.26994 4.50318
63 H -1.98801 -1.92374 3.90210

***

Entry 5:
This record from OMol25 describes 4 unconnected molecules or ions with the total composition C3H12O4 in a non-equilibrium geometry. The level of theory is wB97M-V/def2-TZVPD.

Summary:
Frontier orbital gap: 11.081 eV
LUMO energy: 0.7 eV
HOMO: -10.4033 eV

CARTESIAN COORDINATES (ANGSTROEM)
1 C 1.25805 -0.98725 1.61575
2 C -0.17139 -0.54537 1.88724
3 C -0.95283 -0.21751 0.64948
4 O -1.47080 0.84285 0.37778
5 H 1.35437 -1.89578 1.02405
6 H 1.75379 -0.18624 1.06427
7 H 1.78308 -1.12321 2.55964
8 H -0.19643 0.38629 2.46445
9 H -0.80187 -1.20349 2.49769
10 H -1.04866 -1.06392 -0.05582
11 O 0.11357 0.27787 -2.23114
12 H 0.30570 1.04476 -2.77451
13 H -0.43454 0.61304 -1.50044
14 O 0.30552 -2.49434 -1.61208
15 H 0.10428 -1.62382 -1.98374
16 H -0.11350 -3.01927 -2.29595
17 O 0.49622 3.07691 0.11124
18 H 1.16485 2.82878 0.73609
19 H -0.19426 2.38079 0.09009

***

Entry 6:
This record from OMol25 describes a molecular structure, C30H50OP4W in a non-equilibrium geometry. The level of theory is wB97M-V/def2-TZVPD.

Summary:
Net charge: +4
2S+1: 3
Frontier orbital gap (spin up / spin down): 2.035 / 1.874 eV
LUMO energy (spin up / spin down): -14.7 / -14.9 eV
HOMO (spin up / spin down): -16.7833 / -16.7655 eV

CARTESIAN COORDINATES (ANGSTROEM)
1 W -0.19482 0.99675 0.55615
2 P -1.05365 2.79990 1.77387
3 P -0.44309 -0.76374 2.09656
4 P -1.25736 1.36132 -1.49334
5 H -3.91871 -7.90569 -2.56000
6 C -3.56973 -7.54247 -3.53036
7 C -2.33400 -7.78803 -3.98062
8 H -1.60682 -8.36507 -3.40411
9 C -2.85285 2.68985 2.13637
10 C -0.32873 2.96507 3.44777
11 C -0.83967 4.46951 1.07018
12 C -0.07343 -2.52045 1.78225
13 C 0.66887 -0.46563 3.53261
14 C -2.11357 -0.85679 2.83044
15 C -1.07992 0.19869 -2.89518
16 C -0.78603 2.96525 -2.28001
17 C -3.07241 1.54132 -1.35801
18 H -4.29083 -6.98582 -4.13650
19 H -2.01136 -7.42846 -4.96285
20 H -3.11730 3.53108 2.79497
21 H -3.09977 1.74679 2.63823
22 H -3.44475 2.74665 1.21538
23 H -0.65367 3.93289 3.86034
24 H 0.76960 2.94304 3.41508
25 H -0.67615 2.15347 4.10356
26 H -1.81771 4.97240 1.01509
27 H -0.39595 4.44197 0.07017
28 H -0.16708 5.04426 1.72117
29 H -0.09319 -3.08768 2.72321
30 H 0.90825 -2.62149 1.30875
31 H -0.81429 -2.93209 1.08767
32 H 0.22247 -0.93487 4.41930
33 H 0.82533 0.60054 3.73008
34 H 1.64287 -0.92562 3.32842
35 H -2.11501 -1.66092 3.58091
36 H -2.85554 -1.08819 2.05330
37 H -2.39723 0.08220 3.32079
38 H -1.23254 0.73958 -3.84195
39 H -1.82376 -0.60460 -2.80626
40 H -0.08819 -0.26947 -2.89276
41 H -0.95231 2.86629 -3.36132
42 H 0.26856 3.22987 -2.11367
43 H -1.41561 3.77793 -1.89669
44 H -3.50341 1.56006 -2.36883
45 H -3.35205 2.46929 -0.84429
46 H -3.49995 0.69454 -0.80750
47 C -0.71257 -3.13986 -1.85733
48 C -2.00980 -2.93838 -1.23061
49 C -3.14290 -3.62840 -1.62195
50 C -3.06748 -4.54269 -2.68066
51 C -1.85537 -4.72470 -3.35761
52 C -0.71303 -4.05271 -2.98272
53 O 0.34461 -2.56309 -1.46264
54 H -0.73145 -0.41615 -0.17532
55 H -2.03424 -2.22756 -0.40062
56 H -4.08712 -3.45272 -1.09954
57 H -3.92489 -5.15074 -2.96341
58 H -1.80983 -5.46040 -4.15893
59 H 0.24167 -4.20370 -3.48526
60 C 2.54201 0.34797 -1.58244
61 P 2.09182 1.12702 -0.00766
62 C 3.21399 0.19539 1.14736
63 C 3.22065 -1.20626 1.05381
64 C 3.88214 -1.97499 2.01576
65 C 4.51232 -1.35265 3.10078
66 C 4.50127 0.04257 3.20027
67 C 3.89184 0.81581 2.20640
68 C 2.70635 2.85975 -0.22574
69 C 2.76197 3.70255 0.89707
70 C 2.92288 5.08299 0.75491
71 C 2.95224 5.65711 -0.51820
72 C 2.87030 4.83588 -1.64876
73 C 2.76280 3.44717 -1.50744
74 H 2.29398 -0.71990 -1.53993
75 H 3.62025 0.50718 -1.70999
76 H 1.98266 0.80953 -2.40598
77 H 2.71884 -1.70835 0.22239
78 H 3.90505 -3.06012 1.91901
79 H 5.01501 -1.95502 3.86507
80 H 4.97144 0.53788 4.04726
81 H 3.96243 1.89942 2.25154
82 H 2.64663 3.28352 1.90001
83 H 2.99015 5.71095 1.64646
84 H 3.02482 6.74020 -0.63317
85 H 2.86981 5.27588 -2.64837
86 H 2.70520 2.82625 -2.40219